Computed, not measured: a 6-piece molecular cluster, C32H56F3N6 overall, with ωB97M-V/def2-TZVPD.

The HOMO energy is -12.72 eV. For the HOMO-LUMO gap, the calculation gives 9.5 eV. The total charge is +1.

CARTESIAN COORDINATES (ANGSTROEM)
C -1.604 4.704 -4.415
C -1.531 3.352 -5.138
C -0.803 2.298 -4.285
C -1.128 0.847 -4.707
C -1.879 -0.010 -3.681
C -1.028 -0.517 -2.502
C -0.639 0.563 -1.478
C -0.388 0.079 -0.047
C -1.576 -0.715 0.567
N -0.977 -1.977 1.017
C 0.280 -2.089 0.811
C 0.849 -0.833 0.263
C 2.012 -1.005 -0.703
F 1.733 -1.789 -1.771
F 3.045 -1.590 -0.050
F 2.413 0.199 -1.148
H -2.117 4.592 -3.453
H -0.590 5.053 -4.187
H -2.107 5.466 -5.012
H -0.989 3.504 -6.074
H -2.551 3.012 -5.346
H -1.061 2.492 -3.243
H 0.272 2.469 -4.411
H -1.742 0.898 -5.612
H -0.216 0.311 -4.994
H -2.771 0.514 -3.316
H -2.244 -0.900 -4.208
H -0.141 -0.992 -2.927
H -1.623 -1.294 -2.004
H 0.243 1.100 -1.829
H -1.446 1.303 -1.429
H -0.242 0.971 0.568
H -2.325 -0.982 -0.182
H -2.063 -0.170 1.374
H -1.518 -2.740 1.446
H 0.837 -2.998 1.050
H 1.346 -0.371 1.135
C 5.441 3.519 1.828
C 5.254 2.010 1.902
C 3.961 1.564 1.209
C 2.771 2.149 1.829
N 1.836 2.609 2.323
H 4.634 4.038 2.343
H 6.377 3.818 2.298
H 5.457 3.868 0.795
H 5.238 1.684 2.944
H 6.093 1.504 1.423
H 3.857 0.479 1.266
H 3.973 1.846 0.156
C 4.874 -4.393 -1.011
C 4.550 -5.857 -0.744
C 3.061 -6.182 -0.923
C 2.228 -5.411 0.001
N 1.599 -4.817 0.765
H 4.361 -3.737 -0.305
H 5.943 -4.214 -0.907
H 4.582 -4.102 -2.021
H 4.857 -6.127 0.268
H 5.115 -6.491 -1.427
H 2.869 -7.240 -0.742
H 2.737 -5.953 -1.940
C -3.921 -6.715 -0.026
C -2.445 -6.751 -0.404
C -1.511 -6.614 0.807
C -1.712 -5.346 1.502
N -1.899 -4.380 2.102
H -4.195 -5.761 0.427
H -4.545 -6.852 -0.908
H -4.164 -7.508 0.683
H -2.226 -5.957 -1.121
H -2.215 -7.695 -0.899
H -0.464 -6.661 0.506
H -1.688 -7.416 1.525
C -7.262 0.970 2.543
C -6.277 -0.180 2.714
C -4.872 0.163 2.202
C -4.884 0.482 0.771
N -4.932 0.728 -0.354
H -7.399 1.224 1.492
H -8.237 0.699 2.947
H -6.919 1.864 3.067
H -6.644 -1.063 2.188
H -6.198 -0.446 3.769
H -4.196 -0.680 2.364
H -4.472 1.025 2.741
C 1.710 8.436 3.441
C 1.430 6.939 3.468
C 2.694 6.091 3.280
C 3.335 6.358 1.991
N 3.813 6.582 0.966
H 2.118 8.746 2.478
H 0.794 9.001 3.609
H 2.424 8.717 4.218
H 0.711 6.683 2.688
H 0.977 6.665 4.422
H 2.451 5.028 3.323
H 3.417 6.305 4.070

***

Computed, not measured: C32H56F6O16PRb as an isolated structure in a non-equilibrium geometry, with ωB97M-V/def2-TZVPD.

The HOMO energy is -9.39 eV. For the HOMO-LUMO gap, the calculation gives 7.7 eV. As for the relative energy (zero: lowest compared OMol25 entry of this formula, charge and spin): 473.8 kJ/mol.

CARTESIAN COORDINATES (ANGSTROEM)
Rb 1.501 4.448 3.489
P 1.293 0.889 0.232
F 1.004 0.949 1.879
F 2.545 1.891 0.472
F 2.214 -0.480 0.464
F 1.521 0.863 -1.378
F -0.072 0.047 0.053
F 0.364 2.229 0.064
C -4.328 2.634 3.412
C -4.847 3.975 2.874
C -3.638 4.824 2.683
O -2.667 4.268 3.607
C -3.182 3.078 4.205
H -3.877 2.018 2.634
H -5.089 2.082 3.964
H -5.446 4.379 3.691
H -5.435 3.800 1.973
H -3.733 5.902 2.816
H -3.221 4.629 1.695
H -3.613 3.291 5.183
H -2.451 2.291 4.387
C -0.882 -4.183 -3.245
C -0.612 -4.993 -4.543
C 0.820 -5.564 -4.411
O 1.071 -5.575 -3.023
C 0.459 -4.406 -2.527
H -1.702 -4.668 -2.715
H -1.126 -3.147 -3.476
H -0.604 -4.313 -5.395
H -1.349 -5.789 -4.648
H 1.595 -4.982 -4.910
H 0.816 -6.556 -4.861
H 1.119 -3.544 -2.621
H 0.378 -4.403 -1.440
C -6.670 -0.936 0.244
C -7.489 -1.380 1.447
C -6.734 -2.680 1.834
O -5.443 -2.622 1.282
C -5.507 -1.904 0.012
H -6.310 0.087 0.346
H -7.324 -1.038 -0.623
H -8.481 -1.668 1.100
H -7.517 -0.712 2.308
H -7.239 -3.530 1.375
H -6.694 -2.798 2.917
H -5.742 -2.633 -0.763
H -4.540 -1.446 -0.196
C 8.124 2.717 4.933
C 7.481 1.440 4.419
C 6.309 1.957 3.574
O 5.825 2.963 4.504
C 6.932 3.647 5.073
H 8.955 3.075 4.325
H 8.664 2.621 5.875
H 7.149 0.780 5.220
H 8.139 0.883 3.752
H 5.520 1.209 3.497
H 6.573 2.364 2.598
H 6.798 4.032 6.084
H 7.022 4.555 4.476
C 5.574 -2.877 -2.342
C 5.581 -3.956 -1.288
C 6.051 -5.303 -1.639
O 7.048 -5.496 -0.643
C 7.149 -4.452 0.209
O 7.892 -4.315 1.142
O 6.393 -3.496 -0.243
H 5.314 -1.891 -1.956
H 4.808 -3.256 -3.019
H 6.541 -2.881 -2.844
H 4.596 -3.976 -0.821
H 6.513 -5.410 -2.620
H 5.211 -5.986 -1.512
C 2.541 4.222 -4.610
C 1.051 4.658 -4.445
C 0.828 5.974 -3.734
O -0.117 6.644 -4.560
C -0.278 6.052 -5.710
O -0.980 6.439 -6.633
O 0.494 4.889 -5.728
H 2.653 3.352 -5.258
H 2.940 3.991 -3.622
H 3.193 4.997 -5.013
H 0.543 3.918 -3.826
H 1.739 6.571 -3.701
H 0.386 5.918 -2.739
C -3.508 2.589 -3.173
C -4.034 2.122 -4.504
C -2.945 1.566 -5.408
O -3.395 0.294 -5.783
C -4.637 0.124 -5.293
O -5.385 -0.787 -5.618
O -4.932 1.095 -4.444
H -2.958 3.526 -3.079
H -2.931 1.785 -2.717
H -4.348 2.728 -2.492
H -4.573 2.916 -5.022
H -2.040 1.566 -4.800
H -2.774 2.229 -6.256
C -0.456 -2.069 6.225
C -1.364 -2.856 5.264
C -0.828 -2.980 3.825
O -0.732 -4.372 3.687
C -1.245 -5.059 4.720
O -1.231 -6.251 4.894
O -1.563 -4.149 5.671
H -0.905 -1.896 7.204
H -0.236 -1.069 5.850
H 0.444 -2.677 6.310
H -2.385 -2.485 5.165
H 0.164 -2.572 3.631
H -1.494 -2.511 3.102

***

Computed, not measured: C32H57BF3HgN3O14S as an isolated structure in a non-equilibrium geometry, with ωB97M-V/def2-TZVPD.

The HOMO energy (alpha / beta) is -4.08 / -6.32 eV. As for the spin multiplicity: 2. For the HOMO-LUMO gap (alpha / beta), the calculation gives 6.2 / 8.3 eV. As for the relative energy (zero: lowest compared OMol25 entry of this formula, charge and spin): 0.0 kJ/mol. The total charge is -1.

CARTESIAN COORDINATES (ANGSTROEM)
Hg 2.195 -0.610 -0.454
O 7.454 -4.850 4.424
C 6.435 -5.142 3.819
O 6.263 -4.816 2.582
B 4.809 -5.050 2.252
O 4.386 -5.903 3.354
C 5.252 -5.885 4.294
O 5.055 -6.223 5.454
O 4.623 -5.755 0.956
C 3.876 -4.932 0.192
O 3.458 -5.150 -0.976
C 3.543 -3.649 1.021
O 3.975 -3.843 2.239
O 2.917 -2.672 0.667
C -1.710 -1.907 -2.498
F -0.857 -2.647 -3.205
F -2.275 -1.029 -3.301
F -2.744 -2.622 -1.978
S -0.643 -1.016 -1.061
O 0.245 0.009 -1.528
O -1.557 -0.573 -0.004
O 0.385 -1.979 -0.562
C 4.571 1.686 -3.767
C 3.253 1.223 -3.063
C 2.074 1.733 -4.035
C 1.895 0.816 -5.299
C 1.721 -0.661 -4.827
C 2.842 -1.205 -3.881
N 3.097 -0.273 -2.751
O 4.185 -0.705 -1.948
C 2.403 -2.572 -3.295
C 4.107 -1.497 -4.796
C 3.176 2.015 -1.733
H 4.569 2.671 -4.234
H 4.887 0.931 -4.487
H 5.347 1.598 -3.006
H 1.113 1.692 -3.523
H 2.290 2.755 -4.348
H 2.828 1.009 -5.827
H 1.094 1.242 -5.903
H 1.617 -1.186 -5.776
H 0.696 -0.679 -4.455
H 3.244 -3.138 -2.894
H 1.672 -2.481 -2.492
H 1.913 -3.166 -4.066
H 3.856 -2.368 -5.402
H 4.367 -0.715 -5.509
H 4.996 -1.833 -4.262
H 2.137 1.984 -1.402
H 3.404 3.059 -1.948
H 3.888 1.719 -0.963
H 4.961 -0.694 -2.512
C 1.302 -1.098 3.090
C 0.740 0.332 3.368
C 1.238 0.763 4.794
C 1.200 2.231 5.079
C 2.054 2.914 4.062
C 1.591 2.682 2.572
N 1.275 1.256 2.336
O 0.850 0.860 1.061
C 0.435 3.674 2.248
C 2.698 3.101 1.550
C -0.863 0.380 3.379
H 2.379 -1.251 3.160
H 0.987 -1.319 2.070
H 0.863 -1.823 3.775
H 0.670 0.374 5.639
H 2.284 0.459 4.836
H 1.658 2.446 6.045
H 0.204 2.662 5.189
H 3.125 2.736 4.157
H 1.863 3.964 4.284
H 0.803 4.696 2.152
H -0.033 3.435 1.293
H -0.403 3.736 2.943
H 2.945 4.156 1.667
H 3.567 2.468 1.725
H 2.497 3.012 0.482
H -1.046 1.431 3.604
H -1.453 -0.005 4.210
H -1.333 0.065 2.447
H -0.072 1.122 1.118
C -5.736 3.020 -0.169
C -5.217 1.749 0.614
C -6.247 1.510 1.752
C -7.578 0.825 1.469
C -7.312 -0.489 0.599
C -6.358 -0.244 -0.574
N -5.161 0.529 -0.186
O -4.275 0.711 -1.285
C -5.876 -1.631 -0.970
C -7.096 0.366 -1.821
C -3.794 2.030 1.272
H -5.887 3.923 0.423
H -6.669 2.851 -0.706
H -5.116 3.349 -1.003
H -5.962 0.959 2.648
H -6.609 2.471 2.116
H -8.295 1.487 0.984
H -8.020 0.428 2.383
H -8.214 -0.847 0.103
H -7.048 -1.351 1.211
H -6.557 -2.382 -1.371
H -5.345 -1.487 -1.911
H -5.225 -2.105 -0.235
H -6.463 0.769 -2.612
H -7.742 -0.394 -2.262
H -7.812 1.133 -1.525
H -3.860 2.884 1.945
H -3.017 2.160 0.519
H -3.360 1.235 1.878
H -3.464 0.365 -0.904

***

Computed, not measured: a 3-piece molecular cluster, C32H57Br5N3O overall in a non-equilibrium geometry, with ωB97M-V/def2-TZVPD.

The HOMO energy is -10.38 eV. For the HOMO-LUMO gap, the calculation gives 7.2 eV. The total charge is +1.

CARTESIAN COORDINATES (ANGSTROEM)
C 1.843 -1.168 2.390
C 0.577 -0.596 2.399
C -0.177 -0.248 1.120
N -0.454 1.177 1.093
C 0.046 2.102 0.208
C 0.953 1.798 -0.952
C 0.053 1.807 -2.219
O -1.073 1.399 -2.149
Br 0.772 2.489 -3.884
C -0.415 3.322 0.503
N -0.229 4.539 -0.100
C 0.978 4.953 -0.234
C 2.049 4.752 0.823
C 1.407 5.674 -1.468
N -1.251 3.102 1.605
C -2.009 4.199 2.217
C -1.261 1.833 1.930
C -2.090 1.263 3.030
C -3.551 1.113 2.476
C -3.739 -0.183 1.681
C -3.589 0.028 0.165
C -3.536 -1.340 -0.562
C -2.172 -1.587 -1.228
C -2.226 -2.231 -2.630
C -1.597 -1.342 -3.710
C -0.076 -1.547 -3.858
C 0.717 -0.446 -3.077
C 1.468 -1.050 -1.877
C 2.659 -0.232 -1.365
C 4.023 -0.673 -1.966
C 4.001 -0.465 -3.483
C 5.367 -0.638 -4.208
C 6.591 -0.634 -3.297
H 2.026 -2.240 2.253
H 2.738 -0.588 2.609
H 0.138 -0.421 3.377
H -1.107 -0.807 1.041
H 0.490 -0.491 0.305
H 1.752 2.524 -1.029
H 1.320 0.777 -0.854
H 1.672 4.975 1.815
H 2.913 5.369 0.612
H 2.409 3.724 0.754
H 2.374 6.141 -1.318
H 1.537 4.931 -2.255
H 0.677 6.409 -1.797
H -2.586 4.648 1.414
H -2.728 3.778 2.907
H -1.342 4.915 2.680
H -2.064 1.902 3.905
H -1.736 0.270 3.266
H -3.675 1.930 1.760
H -4.289 1.275 3.259
H -3.056 -0.950 2.054
H -4.761 -0.532 1.852
H -2.726 0.639 -0.095
H -4.510 0.506 -0.162
H -3.754 -2.111 0.171
H -4.322 -1.411 -1.312
H -1.576 -0.677 -1.297
H -1.643 -2.311 -0.604
H -1.684 -3.175 -2.620
H -3.241 -2.474 -2.942
H -1.838 -0.285 -3.598
H -2.032 -1.637 -4.667
H 0.176 -1.430 -4.910
H 0.222 -2.534 -3.513
H 1.351 0.132 -3.739
H -0.042 0.232 -2.680
H 1.843 -2.043 -2.132
H 0.734 -1.215 -1.084
H 2.564 0.844 -1.547
H 2.772 -0.359 -0.282
H 4.768 -0.046 -1.483
H 4.150 -1.720 -1.694
H 3.283 -1.172 -3.897
H 3.606 0.534 -3.672
H 5.299 -1.535 -4.822
H 5.456 0.189 -4.913
H 6.620 0.314 -2.767
H 7.490 -0.742 -3.900
H 6.564 -1.465 -2.597
Br -6.362 -2.542 1.462
C -7.035 -2.440 3.286
C -8.186 -1.478 3.393
Br -7.569 0.369 3.349
H -6.196 -2.165 3.917
H -7.354 -3.451 3.531
H -8.690 -1.590 4.350
H -8.907 -1.590 2.589
Br 2.045 -4.637 4.416
C 3.810 -5.458 4.304
C 4.887 -4.426 4.114
Br 4.919 -3.765 2.281
H 3.771 -6.183 3.498
H 3.940 -5.978 5.251
H 5.870 -4.863 4.276
H 4.765 -3.564 4.761

***

Results for E: -51179.848 -93104.418 -91083.016 -390826.706 (in eV, following the order of the records).